DFT (the ωB97M-V functional and the def2-TZVPD basis) results for a cluster of 6 separate species, C31H59NO19 in total in a non-equilibrium geometry.

```
110
C31H59NO19 (the ωB97M-V functional and the def2-TZVPD basis)
C 4.12 -8.38 -0.01
C 5.36 -7.56 -0.50
C 4.99 -6.60 -1.67
N 5.08 -5.17 -1.33
C 3.81 -4.46 -1.30
C 3.09 -4.86 0.01
C 3.09 -3.81 1.12
C 4.42 -3.77 1.91
C 5.24 -2.53 1.69
O 6.41 -2.58 1.75
O 4.63 -1.38 1.39
C 2.93 -4.47 -2.56
C 2.02 -3.26 -2.19
O 2.95 -2.35 -1.64
C 4.15 -2.96 -1.40
O 5.16 -2.44 -1.36
H 3.19 -7.99 -0.42
H 4.04 -8.27 1.07
H 4.19 -9.42 -0.28
H 6.06 -8.28 -0.89
H 5.77 -6.99 0.32
H 5.71 -6.79 -2.46
H 4.02 -6.91 -2.06
H 5.72 -4.76 -2.00
H 2.07 -5.17 -0.20
H 3.57 -5.74 0.43
H 2.34 -4.15 1.84
H 2.76 -2.82 0.80
H 4.22 -3.81 2.97
H 5.04 -4.62 1.67
H 5.36 -0.79 1.14
H 2.44 -5.41 -2.76
H 3.61 -4.13 -3.34
H 1.30 -3.65 -1.49
H 1.59 -2.95 -3.13
C -4.33 -5.71 1.27
C -3.10 -4.99 1.78
O -2.31 -4.46 0.70
C -2.81 -3.37 0.11
O -3.83 -2.80 0.40
O -1.97 -3.02 -0.88
C -2.42 -1.92 -1.67
H -4.05 -6.49 0.55
H -4.87 -6.17 2.10
H -5.01 -5.03 0.76
H -2.45 -5.70 2.29
H -3.35 -4.21 2.49
H -2.63 -1.05 -1.04
H -3.30 -2.20 -2.24
H -1.62 -1.66 -2.35
C -2.04 4.48 0.77
C -2.13 4.66 -0.73
O -0.93 4.24 -1.40
C -0.76 2.92 -1.48
O -1.52 2.08 -1.06
O 0.40 2.68 -2.09
C 0.75 1.30 -2.16
H -1.16 4.98 1.17
H -2.93 4.87 1.26
H -1.95 3.43 1.04
H -2.23 5.72 -0.96
H -2.99 4.15 -1.15
H -0.04 0.72 -2.63
H 0.96 0.92 -1.16
H 1.65 1.22 -2.76
C 5.66 -2.41 -5.03
C 4.95 -1.26 -4.35
O 4.78 -0.14 -5.23
C 3.85 -0.28 -6.17
O 3.13 -1.24 -6.33
O 3.84 0.83 -6.92
C 2.94 0.78 -8.02
H 6.62 -2.08 -5.44
H 5.84 -3.22 -4.32
H 5.08 -2.81 -5.86
H 5.55 -0.90 -3.52
H 3.98 -1.57 -3.94
H 1.92 0.55 -7.69
H 3.27 0.05 -8.75
H 2.94 1.77 -8.48
C -6.80 4.42 6.66
C -7.12 5.06 5.32
O -6.15 4.72 4.32
C -6.23 3.48 3.84
O -7.03 2.64 4.17
O -5.25 3.31 2.95
C -5.15 1.98 2.43
H -5.79 4.68 6.98
H -7.51 4.76 7.42
H -6.86 3.34 6.60
H -7.07 6.15 5.42
H -8.12 4.81 4.98
H -6.10 1.65 2.01
H -4.83 1.30 3.22
H -4.40 1.98 1.65
C -4.28 7.12 3.28
C -2.87 7.46 3.72
O -2.29 8.48 2.90
C -2.74 9.71 3.09
O -3.56 10.06 3.90
O -2.12 10.52 2.23
C -2.57 11.88 2.26
H -4.30 6.84 2.23
H -4.68 6.30 3.87
H -4.95 7.98 3.39
H -2.25 6.58 3.62
H -2.84 7.76 4.77
H -2.50 12.29 3.27
H -3.59 11.94 1.90
H -1.92 12.45 1.60
```

Output
- frontier orbital gap (Eh) = 0.3514
- SMILES string = CCCN[C@]1(CCCC(=O)O)CCOC1=O.CCOC(=O)OC.CCOC(=O)OC.CCOC(=O)OC.CCOC(=O)OC.CCOC(=O)OC
- molecular weight (g/mol) = 749.80
- max |F| (eV/A) = 6.073

***

DFT (the ωB97M-V functional and the def2-TZVPD basis) results for a cluster of 3 separate species, C31H60Cl2FIN3O5S2 in total in a non-equilibrium geometry.

```
105
C31H60Cl2FIN3O5S2 (the ωB97M-V functional and the def2-TZVPD basis)
C 0.90 -5.12 -3.19
C 0.09 -3.83 -3.08
C -0.28 -3.31 -1.67
I -0.01 -4.71 -0.07
C 0.45 -2.00 -1.38
C 1.98 -2.10 -1.30
C 2.49 -1.91 0.14
C 3.95 -2.29 0.34
Cl 4.15 -3.32 1.72
C 4.99 -1.98 -0.42
C 4.98 -1.17 -1.69
Cl 6.56 -2.53 0.04
C 2.05 -0.58 0.84
C 3.06 0.58 0.91
C 3.57 0.88 2.33
N 4.06 -0.31 3.00
C 0.64 -0.11 0.34
C -0.13 0.39 1.58
C -1.50 1.03 1.34
F -1.41 2.40 1.48
C 0.58 0.99 -0.75
C 1.65 1.10 -1.86
C 1.18 0.77 -3.27
S 2.39 1.36 -4.48
C 2.54 -0.03 -5.59
S 2.40 -1.60 -5.12
N 2.96 0.37 -6.81
C 3.29 -0.69 -7.77
C 3.69 -0.07 -9.11
O 4.27 1.20 -8.92
C 3.34 2.15 -8.42
C 2.30 1.48 -7.52
N -0.09 -1.36 -0.14
H 1.77 -5.11 -2.53
H 1.27 -5.22 -4.21
H 0.30 -6.00 -2.97
H -0.85 -3.96 -3.62
H 0.64 -3.03 -3.59
H -1.36 -3.11 -1.65
H 0.16 -1.33 -2.19
H 2.43 -1.40 -2.01
H 2.27 -3.10 -1.62
H 1.97 -2.69 0.70
H 6.00 -1.07 -2.07
H 4.41 -1.66 -2.48
H 4.59 -0.16 -1.55
H 1.89 -0.90 1.87
H 2.61 1.51 0.54
H 3.92 0.38 0.27
H 4.38 1.61 2.22
H 2.79 1.39 2.91
H 3.47 -0.62 3.76
H 5.00 -0.21 3.35
H -0.21 -0.41 2.32
H 0.50 1.17 2.01
H -2.23 0.66 2.07
H -1.91 0.83 0.34
H 0.57 1.92 -0.19
H -0.41 0.94 -1.23
H 2.54 0.53 -1.62
H 1.97 2.15 -1.87
H 0.22 1.24 -3.48
H 1.12 -0.31 -3.46
H 2.43 -1.35 -7.91
H 4.10 -1.29 -7.35
H 4.45 -0.68 -9.60
H 2.83 -0.01 -9.79
H 3.93 2.86 -7.84
H 2.84 2.68 -9.24
H 1.47 1.05 -8.09
H 1.89 2.21 -6.82
H -0.10 -2.06 0.62
H -1.07 -1.12 -0.30
C -4.56 -2.53 6.66
O -4.95 -1.27 6.15
C -3.86 -0.40 5.87
C -3.58 -0.34 4.38
O -3.10 -1.58 3.86
C -4.10 -2.32 3.19
H -5.45 -3.16 6.68
H -3.80 -3.01 6.03
H -4.17 -2.44 7.68
H -2.96 -0.72 6.41
H -4.14 0.60 6.20
H -2.80 0.41 4.21
H -4.48 -0.02 3.85
H -4.37 -1.86 2.23
H -5.01 -2.41 3.79
H -3.70 -3.32 3.01
C -4.95 3.20 3.19
O -4.51 3.10 4.53
C -3.57 4.11 4.90
C -4.21 5.22 5.68
O -5.14 5.95 4.90
C -6.49 5.62 5.16
H -5.78 2.51 3.07
H -5.28 4.21 2.94
H -4.15 2.92 2.49
H -3.08 4.52 4.00
H -2.80 3.63 5.51
H -3.43 5.92 6.01
H -4.70 4.82 6.58
H -6.81 5.99 6.14
H -6.66 4.54 5.12
H -7.09 6.11 4.39
```

Output
- frontier orbital gap (Eh) = 0.3061
- molecular weight (g/mol) = 835.78
- total charge = +1
- max |F| (eV/A) = 1.078

***

DFT (the ωB97M-V functional and the def2-TZVPD basis) results for a cluster of 7 separate species, C31H60O18S in total in a non-equilibrium geometry.

```
110
C31H60O18S (the ωB97M-V functional and the def2-TZVPD basis)
C -0.91 -0.44 3.68
C 0.55 -0.29 3.12
C 0.79 1.16 2.73
O 0.33 1.54 1.73
O 1.56 2.03 3.46
C 1.24 2.10 4.86
C 2.58 2.11 5.66
C 2.84 0.85 6.49
C 3.19 -0.47 5.78
O 2.32 -1.52 6.33
S 1.33 -0.87 7.40
O 0.04 -0.71 6.81
O 1.17 -1.59 8.61
O 1.86 0.66 7.54
H -1.21 0.43 4.27
H -1.59 -0.56 2.83
H -1.01 -1.34 4.30
H 1.23 -0.65 3.89
H 0.59 -0.88 2.21
H 0.54 1.32 5.19
H 0.77 3.06 5.07
H 3.40 2.15 4.93
H 2.65 3.02 6.27
H 3.76 1.08 7.04
H 3.19 -0.52 4.69
H 4.19 -0.75 6.16
C -1.01 1.15 -2.08
C 0.32 0.65 -1.55
O 0.74 -0.54 -2.24
C 1.42 -0.54 -3.39
C 1.52 0.73 -4.19
O 1.88 -1.58 -3.81
H -0.94 1.43 -3.13
H -1.34 2.01 -1.51
H -1.76 0.36 -2.01
H 1.10 1.42 -1.59
H 0.21 0.37 -0.51
H 0.70 0.76 -4.91
H 2.47 0.73 -4.72
H 1.50 1.63 -3.58
C 4.59 -0.87 12.15
C 4.81 0.61 12.43
O 4.96 1.35 11.22
C 3.92 1.84 10.51
C 2.53 1.35 10.81
O 4.14 2.59 9.59
H 3.67 -1.04 11.59
H 4.54 -1.43 13.08
H 5.41 -1.26 11.55
H 4.02 1.03 13.05
H 5.74 0.74 12.98
H 2.30 0.50 10.17
H 1.83 2.16 10.60
H 2.37 1.08 11.85
C -1.25 -2.14 -8.43
C -2.52 -1.58 -7.81
O -2.24 -0.93 -6.56
C -1.84 0.35 -6.44
C -1.38 1.09 -7.67
O -1.79 0.86 -5.35
H -0.54 -1.35 -8.66
H -1.48 -2.68 -9.34
H -0.76 -2.82 -7.73
H -3.05 -0.91 -8.49
H -3.20 -2.39 -7.58
H -0.30 0.98 -7.76
H -1.63 2.14 -7.54
H -1.87 0.76 -8.58
C -4.14 -2.18 -12.74
C -5.40 -1.62 -12.11
O -5.12 -0.98 -10.86
C -4.72 0.30 -10.74
C -4.26 1.04 -11.97
O -4.66 0.81 -9.66
H -3.42 -1.40 -12.97
H -4.38 -2.72 -13.66
H -3.65 -2.87 -12.05
H -5.93 -0.94 -12.78
H -6.08 -2.43 -11.88
H -3.18 0.94 -12.07
H -4.51 2.10 -11.84
H -4.75 0.72 -12.89
C -5.71 1.82 -5.87
C -5.22 3.25 -5.77
O -5.59 4.02 -6.92
C -6.77 4.64 -7.06
C -7.89 4.31 -6.10
O -6.94 5.40 -7.98
H -6.80 1.78 -5.90
H -5.37 1.24 -5.01
H -5.35 1.36 -6.78
H -5.54 3.75 -4.85
H -4.13 3.25 -5.75
H -8.50 3.52 -6.52
H -8.50 5.20 -5.97
H -7.55 4.02 -5.11
C 4.85 -5.43 8.44
C 5.59 -5.23 7.14
O 5.26 -3.97 6.54
C 5.87 -2.82 6.85
C 6.75 -2.74 8.07
O 5.64 -1.84 6.18
H 5.12 -4.69 9.19
H 5.06 -6.42 8.85
H 3.77 -5.34 8.28
H 6.67 -5.33 7.25
H 5.28 -5.99 6.42
H 6.16 -2.40 8.92
H 7.54 -2.01 7.87
H 7.25 -3.68 8.31
```

Output
- frontier orbital gap (Eh) = 0.3650
- SMILES string = CCC(=O)OCC[C@@H]1COS(=O)(=O)O1.CCOC(C)=O.CCOC(C)=O.CCOC(C)=O.CCOC(C)=O.CCOC(C)=O.CCOC(C)=O
- molecular weight (g/mol) = 752.87
- max |F| (eV/A) = 4.015

***

DFT (the ωB97M-V functional and the def2-TZVPD basis) results for a structure of composition C31H61AlCl2O33PS7 in a non-equilibrium geometry.

```
136
C31H61AlCl2O33PS7 (the ωB97M-V functional and the def2-TZVPD basis)
C -2.91 -3.31 0.38
C -3.66 -3.19 -1.05
O -3.63 -1.79 -1.42
P -2.45 -1.50 -2.62
O -2.80 -2.29 -3.88
C -2.47 0.34 -2.92
C -1.71 0.77 -4.29
C -2.39 2.15 -4.75
Al -1.86 3.66 -3.43
C -2.57 5.40 -4.24
C -2.28 6.73 -3.38
C -1.42 6.52 -2.07
C -1.11 8.00 -1.47
C 0.44 8.11 -1.10
O 0.64 7.71 0.31
C 1.14 6.37 0.34
C 2.71 6.12 0.30
O 0.30 5.46 0.38
C 0.18 3.56 -3.25
Cl 0.88 2.77 -1.74
C 1.08 4.07 -4.19
C 2.68 4.02 -4.01
Cl 0.52 4.85 -5.75
O -0.89 -1.89 -2.01
C -0.38 -3.05 -2.71
C 1.05 -3.45 -2.10
H -3.42 -4.17 0.94
H -3.00 -2.35 0.99
H -1.82 -3.63 0.25
H -3.17 -3.86 -1.83
H -4.72 -3.57 -0.91
H -2.01 0.97 -2.10
H -3.56 0.64 -3.08
H -1.85 -0.01 -5.10
H -0.61 0.97 -4.06
H -2.08 2.50 -5.78
H -3.52 2.02 -4.72
H -2.60 3.41 -2.03
H -2.19 5.60 -5.30
H -3.71 5.29 -4.36
H -3.29 7.20 -3.11
H -1.75 7.49 -4.06
H -2.00 5.99 -1.24
H -0.41 6.05 -2.23
H -1.73 8.24 -0.56
H -1.31 8.76 -2.31
H 1.11 7.43 -1.71
H 0.86 9.16 -1.18
H 3.07 5.83 -0.74
H 2.97 5.26 1.00
H 3.29 7.05 0.59
H 3.05 5.01 -4.46
H 2.94 4.08 -2.91
H 3.11 3.13 -4.56
H -1.11 -3.92 -2.53
H -0.31 -2.91 -3.84
H 1.33 -2.82 -1.20
H 0.99 -4.56 -1.84
H 1.85 -3.30 -2.88
C -1.49 4.15 2.52
C -1.15 2.69 2.77
O -2.35 2.11 3.26
S -3.62 2.86 2.59
O -4.07 2.08 1.48
O -4.49 3.30 3.63
O -2.82 4.15 2.01
H -1.48 4.72 3.45
H -0.80 4.62 1.80
H -0.34 2.57 3.48
H -0.89 2.19 1.83
C -7.81 2.65 -7.18
C -6.96 1.44 -6.81
O -5.81 1.53 -7.65
S -5.47 3.09 -7.93
O -4.45 3.49 -7.02
O -5.38 3.29 -9.34
O -6.88 3.71 -7.41
H -8.36 2.47 -8.10
H -8.50 2.92 -6.38
H -7.48 0.50 -6.97
H -6.62 1.50 -5.77
C 2.50 -1.90 0.88
C 3.08 -1.99 2.29
O 2.35 -1.01 3.05
S 0.84 -0.91 2.46
O -0.01 -1.72 3.28
O 0.56 0.46 2.18
O 1.10 -1.69 1.07
H 2.91 -1.04 0.34
H 2.68 -2.81 0.31
H 4.15 -1.77 2.31
H 2.89 -2.96 2.73
C 6.82 -5.00 4.17
C 5.80 -5.14 5.29
O 4.54 -4.97 4.65
S 4.62 -5.55 3.15
O 4.09 -6.88 3.14
O 4.17 -4.53 2.25
O 6.23 -5.65 3.04
H 6.99 -3.96 3.91
H 7.78 -5.47 4.43
H 5.94 -4.39 6.07
H 5.83 -6.14 5.73
C 5.00 -0.24 7.52
C 4.09 -0.76 6.42
O 4.35 -2.16 6.36
S 4.73 -2.70 7.84
O 3.55 -3.26 8.43
O 5.97 -3.40 7.77
O 5.00 -1.26 8.53
H 6.03 -0.12 7.16
H 4.65 0.71 7.93
H 4.28 -0.29 5.46
H 3.04 -0.62 6.69
C -1.24 -2.51 6.36
C -2.36 -3.39 5.84
O -2.82 -4.12 6.99
S -2.64 -3.19 8.31
O -3.89 -2.57 8.60
O -1.90 -3.93 9.28
O -1.66 -2.08 7.65
H -0.31 -3.08 6.47
H -1.06 -1.65 5.71
H -2.03 -4.08 5.06
H -3.20 -2.79 5.47
C 3.29 -8.28 -3.68
C 3.53 -7.78 -2.26
O 2.86 -6.53 -2.19
S 1.55 -6.57 -3.15
O 0.41 -6.87 -2.34
O 1.60 -5.45 -4.04
O 1.95 -7.91 -3.98
H 3.96 -7.79 -4.39
H 3.41 -9.36 -3.76
H 4.59 -7.66 -2.04
H 3.08 -8.45 -1.52
```

Output
- frontier orbital gap (Eh) = 0.2084
- molecular weight (g/mol) = 1315.13
- total charge = -1
- max |F| (eV/A) = 3.814

***

frontier orbital gap of number 4 (C31H61AlCl2O33PS7)? 0.2084 Eh

***

The lowest max |F| belongs to which entry? C31H60Cl2FIN3O5S2

***

The highest molecular weight belongs to which entry? C31H61AlCl2O33PS7